[1]
{
  "formula": "C22H24F2N5Y",
  "method": "the ωB97M-V functional and the def2-TZVPD basis",
  "elements": ["Y", "C", "C", "N", "C", "C", "C", "C", "C", "C", "C", "N", "C", "C", "N", "N", "H", "H", "H", "H", "H", "H", "H", "H", "H", "H", "H", "H", "H", "H", "H", "H", "H", "H", "F", "C", "C", "C", "C", "C", "F", "C", "C", "C", "C", "C", "C", "N", "H", "H", "H", "H", "H", "H"],
  "positions_angstrom": [[0.15, 0.02, -0.82], [-0.27, -1.75, 2.06], [0.83, -2.47, 1.30], [0.57, -2.50, -0.16], [-0.49, -3.45, -0.57], [-1.86, -2.84, -0.67], [-2.97, -3.67, -0.71], [-4.23, -3.11, -0.77], [-4.35, -1.73, -0.73], [-3.20, -0.96, -0.70], [-3.33, 0.55, -0.64], [-2.10, 1.25, -0.21], [-2.02, 1.50, 1.25], [-1.70, 0.24, 2.03], [-0.38, -0.33, 1.67], [-1.97, -1.50, -0.71], [-1.23, -2.23, 1.85], [-0.09, -1.86, 3.13], [1.78, -1.96, 1.45], [0.92, -3.48, 1.70], [1.43, -2.85, -0.58], [-0.23, -3.85, -1.55], [-0.54, -4.30, 0.12], [-2.84, -4.74, -0.68], [-5.11, -3.73, -0.81], [-5.32, -1.25, -0.72], [-3.60, 0.90, -1.63], [-4.16, 0.79, 0.03], [-2.17, 2.17, -0.64], [-1.23, 2.24, 1.41], [-2.95, 1.92, 1.63], [-1.76, 0.46, 3.10], [-2.46, -0.52, 1.82], [0.33, 0.19, 2.19], [5.38, -1.97, -0.84], [4.66, -0.85, -0.76], [3.28, -0.93, -0.94], [2.46, 0.19, -0.85], [3.07, 1.45, -0.61], [4.47, 1.47, -0.44], [5.12, 2.61, -0.19], [5.27, 0.35, -0.51], [2.23, 2.67, -0.61], [2.76, 3.97, -0.53], [1.93, 5.07, -0.58], [0.56, 4.88, -0.74], [0.11, 3.59, -0.82], [0.89, 2.50, -0.75], [2.91, -1.92, -1.19], [6.34, 0.44, -0.37], [3.81, 4.14, -0.43], [2.35, 6.06, -0.51], [-0.13, 5.71, -0.80], [-0.94, 3.42, -0.99]],
  "orbital_gap_ev": 7.43,
  "charge": 2,
  "homo_ha": -0.5102
}

---

[2]
{
  "formula": "C2H3AgF3O3S",
  "method": "the ωB97M-V functional and the def2-TZVPD basis",
  "elements": ["S", "O", "O", "C", "F", "F", "F", "O", "Ag", "C", "H", "H", "H"],
  "positions_angstrom": [[-0.84, -0.71, 1.19], [-1.05, -1.73, 0.09], [0.55, -1.06, 1.67], [-0.72, 1.01, 0.41], [-1.94, 1.15, -0.10], [-0.59, 1.75, 1.52], [-0.15, 2.31, -0.48], [-1.87, -0.70, 2.20], [1.01, -2.21, -0.04], [1.25, -0.08, -1.37], [2.03, 0.48, -0.81], [1.80, -0.56, -2.20], [0.53, 0.34, -2.09]],
  "e_above_lowest_kj_mol": 0.00,
  "s2": 0.756,
  "orbital_gap_ev": [8.59, 7.84],
  "charge": 0,
  "homo_ha": [-0.3783, -0.3760],
  "spin_multiplicity": 2
}

---

[3]
{
  "formula": "C2H2NO4S2",
  "method": "the ωB97M-V functional and the def2-TZVPD basis",
  "elements": ["C", "C", "N", "O", "O", "O", "O", "S", "S", "H", "H"],
  "positions_angstrom": [[-2.38, -0.37, 0.03], [-0.44, 1.23, -0.41], [-1.75, -1.16, 0.63], [1.13, -0.94, -1.36], [-3.23, 0.25, -0.48], [2.63, 0.45, -0.08], [0.81, -0.71, 1.02], [-0.21, 2.79, -0.01], [0.97, -0.01, -0.24], [3.18, -0.27, 0.26], [-0.72, -1.26, 0.64]],
  "e_above_lowest_kj_mol": 229.54,
  "orbital_gap_ev": 7.42,
  "charge": -1,
  "homo_ha": -0.1539
}